{"formula": "C42H53ClF4N7OPtSeSi3", "method": "the ωB97M-V functional and the def2-TZVPD basis", "largest_force_ev_per_a": 2.22, "energy_ev": -172505.65259, "charge": 1, "relative_energy_ev": 1.186, "e_homo_ev": -9.244, "homo_lumo_gap_ev": 4.51, "symbols": ["Pt", "C", "O", "Si", "C", "C", "C", "Si", "C", "C", "C", "Si", "C", "C", "C", "H", "H", "H", "H", "H", "H", "H", "H", "H", "H", "H", "H", "H", "H", "H", "H", "H", "H", "H", "H", "H", "H", "H", "H", "H", "H", "H", "F", "C", "C", "F", "C", "C", "C", "F", "C", "C", "C", "N", "C", "N", "F", "C", "C", "N", "C", "N", "Cl", "C", "C", "C", "C", "N", "C", "H", "H", "H", "H", "C", "C", "C", "C", "N", "C", "Se", "N", "C", "C", "C", "C", "C", "C", "C", "C", "C", "C", "H", "H", "H", "H", "H", "H", "H", "H", "H", "H", "H", "H", "H", "H", "H", "H", "H", "H", "H", "H", "H", "H"], "xyz": [[0.165, 0.175, -0.329], [3.151, -0.780, 0.259], [2.216, 0.231, -0.148], [2.423, 1.948, -0.122], [3.440, 2.370, 1.382], [3.485, 2.316, -1.607], [0.591, 2.293, -0.166], [-0.070, 3.061, 1.415], [0.583, 4.789, 1.728], [-1.942, 3.210, 1.540], [0.443, 2.056, 2.972], [0.083, 3.276, -1.703], [-1.678, 3.940, -1.625], [0.220, 2.225, -3.278], [1.145, 4.802, -1.971], [3.726, -0.421, 1.111], [3.816, -1.007, -0.575], [2.602, -1.672, 0.545], [4.456, 1.986, 1.259], [3.053, 1.981, 2.321], [3.532, 3.455, 1.474], [4.385, 1.699, -1.536], [3.818, 3.354, -1.622], [2.999, 2.095, -2.556], [0.243, 5.487, 0.960], [1.672, 4.842, 1.775], [0.195, 5.155, 2.682], [-2.308, 4.076, 0.993], [-2.196, 3.366, 2.592], [-2.502, 2.342, 1.197], [1.325, 2.506, 3.430], [0.302, 0.226, 1.904], [-0.363, 2.136, 3.707], [-2.422, 3.264, -1.207], [-1.991, 4.205, -2.638], [-1.708, 4.859, -1.035], [0.244, 1.157, -3.065], [1.124, 2.475, -3.836], [-0.623, 2.418, -3.947], [1.260, 5.396, -1.063], [0.656, 5.439, -2.712], [2.138, 4.572, -2.351], [3.689, 1.445, 6.587], [2.389, 1.229, 6.765], [1.809, 1.686, 7.915], [2.579, 2.317, 8.791], [0.418, 1.556, 8.168], [-0.321, 0.917, 7.137], [0.270, 0.466, 5.992], [-0.506, -0.160, 5.099], [1.647, 0.606, 5.743], [2.268, 0.114, 4.534], [1.617, -0.082, 3.341], [0.733, 0.633, 2.737], [3.632, -0.323, 4.564], [4.718, -0.696, 4.529], [-1.625, 0.718, 7.278], [-0.186, 2.032, 9.348], [-1.594, 2.050, 9.536], [-2.732, 2.113, 9.693], [0.555, 2.547, 10.444], [1.096, 2.966, 11.370], [-4.914, -0.659, 1.778], [-3.992, -0.152, 0.421], [-4.605, 0.242, -0.758], [-3.799, 0.629, -1.814], [-2.425, 0.626, -1.660], [-1.845, 0.263, -0.509], [-2.612, -0.135, 0.514], [-5.683, 0.241, -0.838], [-4.227, 0.944, -2.756], [-1.764, 0.928, -2.457], [-2.112, -0.445, 1.421], [-2.613, -5.289, -0.137], [-2.458, -5.323, -1.653], [-3.343, -4.309, -2.374], [-2.926, -2.860, -2.149], [-1.699, -2.519, -2.871], [-0.477, -2.306, -2.353], [-0.052, -2.327, -0.519], [0.382, -2.056, -3.360], [1.825, -1.820, -3.262], [2.677, -2.959, -3.809], [2.754, -4.215, -2.944], [1.496, -5.076, -2.950], [-0.317, -2.063, -4.561], [0.089, -1.807, -5.865], [-0.887, -1.866, -6.842], [-2.220, -2.168, -6.531], [-2.621, -2.420, -5.233], [-1.638, -2.364, -4.253], [-2.077, -6.116, 0.326], [-3.664, -5.377, 0.146], [-2.223, -4.366, 0.296], [-2.709, -6.319, -2.022], [-1.412, -5.160, -1.931], [-4.376, -4.413, -2.031], [-3.352, -4.516, -3.447], [-2.739, -2.657, -1.095], [-3.696, -2.171, -2.498], [2.046, -1.637, -2.211], [2.030, -0.900, -3.809], [3.683, -2.547, -3.929], [2.341, -3.225, -4.816], [3.009, -3.935, -1.918], [3.590, -4.815, -3.309], [0.684, -4.617, -2.385], [1.690, -6.046, -2.493], [1.145, -5.255, -3.969], [1.115, -1.568, -6.107], [-0.618, -1.675, -7.871], [-2.950, -2.204, -7.327], [-3.651, -2.653, -4.999]], "mulliken_charge": [1.49, -1.11, -0.02, 0.71, -1.35, -1.49, -0.78, -0.39, -1.20, -0.99, -1.12, 0.79, -1.36, -0.71, -1.29, 0.37, 0.24, 0.22, 0.46, 0.19, 0.47, 0.45, 0.39, 0.34, 0.33, 0.29, 0.42, 0.36, 0.53, 0.15, 0.66, -0.63, 0.53, 0.31, 0.47, 0.34, -0.46, 0.51, 0.53, 0.31, 0.41, 0.35, -0.32, 0.25, 0.17, -0.29, 0.29, 0.45, 0.06, -0.42, 0.63, 0.80, -0.91, 1.41, -0.26, -0.50, -0.30, 0.71, 0.03, -0.52, -0.03, -0.51, -0.19, -0.06, -0.58, -1.00, 0.04, 1.47, -0.89, 0.54, 0.55, 0.17, 0.48, -1.17, 0.21, -0.93, -0.96, 1.75, -1.63, -0.67, 2.54, -0.60, -0.84, -0.56, -0.74, 0.27, -1.29, -0.89, -0.85, -1.15, 0.86, 0.38, 0.35, 0.16, 0.47, -0.23, 0.51, 0.39, 0.05, 0.43, -0.43, 0.48, 0.49, 0.39, 0.21, 0.39, -0.16, 0.50, 0.31, 0.51, 0.46, 0.46, 0.50]}

{"formula": "C32H81N5O12", "method": "the ωB97M-V functional and the def2-TZVPD basis", "smiles": "COCCNCCOC.COCCNCCOC.COCCNCCOC.COCCNCCOC.COCCNCCOC.OCCO", "largest_force_ev_per_a": 3.18, "energy_ev": -66507.29103, "charge": 0, "relative_energy_ev": 3.901, "e_homo_ev": -8.458, "homo_lumo_gap_ev": 8.79, "symbols": ["C", "C", "O", "O", "H", "H", "H", "H", "H", "H", "C", "O", "C", "C", "N", "C", "C", "O", "C", "H", "H", "H", "H", "H", "H", "H", "H", "H", "H", "H", "H", "H", "H", "H", "C", "O", "C", "C", "N", "C", "C", "O", "C", "H", "H", "H", "H", "H", "H", "H", "H", "H", "H", "H", "H", "H", "H", "H", "C", "O", "C", "C", "N", "C", "C", "O", "C", "H", "H", "H", "H", "H", "H", "H", "H", "H", "H", "H", "H", "H", "H", "H", "C", "O", "C", "C", "N", "C", "C", "O", "C", "H", "H", "H", "H", "H", "H", "H", "H", "H", "H", "H", "H", "H", "H", "H", "C", "O", "C", "C", "N", "C", "C", "O", "C", "H", "H", "H", "H", "H", "H", "H", "H", "H", "H", "H", "H", "H", "H", "H"], "xyz": [[-1.286, 1.214, -2.393], [-0.944, -0.183, -1.841], [0.288, -0.104, -1.194], [-1.884, 2.032, -1.357], [-2.000, 1.189, -3.227], [-0.365, 1.615, -2.728], [-0.774, -0.800, -2.722], [-1.715, -0.524, -1.190], [0.228, 0.613, -0.568], [-1.437, 1.743, -0.589], [-4.989, -4.268, 4.814], [-4.774, -3.051, 4.184], [-3.370, -2.665, 4.138], [-3.270, -1.383, 3.337], [-1.851, -1.265, 2.888], [-1.797, -0.070, 2.056], [-0.397, 0.392, 1.903], [-0.234, 1.428, 0.961], [-0.435, 2.725, 1.553], [-4.737, -4.337, 5.880], [-4.506, -5.104, 4.291], [-6.034, -4.577, 4.756], [-2.794, -3.485, 3.662], [-2.968, -2.685, 5.111], [-3.589, -0.552, 3.929], [-3.940, -1.568, 2.511], [-1.595, -2.059, 2.290], [-2.313, 0.735, 2.530], [-2.274, -0.349, 1.111], [0.104, -0.450, 1.469], [0.173, 0.690, 2.807], [-0.624, 3.467, 0.849], [0.247, 3.144, 2.272], [-1.399, 2.636, 2.062], [2.319, 5.130, 1.352], [1.773, 4.177, 0.488], [2.731, 3.758, -0.560], [2.133, 2.661, -1.392], [3.013, 2.325, -2.497], [2.403, 1.489, -3.547], [3.454, 0.857, -4.462], [2.835, 0.449, -5.738], [1.947, -0.622, -5.610], [3.375, 5.062, 1.449], [1.827, 4.933, 2.330], [1.986, 6.067, 0.821], [3.629, 3.407, -0.056], [3.064, 4.611, -1.199], [1.138, 3.023, -1.706], [1.909, 1.796, -0.756], [3.755, 1.869, -2.009], [1.881, 2.211, -4.127], [1.791, 0.687, -3.164], [3.890, -0.003, -3.956], [4.261, 1.551, -4.738], [1.116, -0.413, -4.949], [2.459, -1.494, -5.120], [1.414, -0.877, -6.572], [4.687, -1.034, 3.297], [3.440, -1.784, 3.475], [2.513, -1.598, 2.420], [2.734, -2.644, 1.364], [1.615, -2.510, 0.446], [0.533, -3.392, 0.909], [-0.739, -3.250, 0.142], [-1.759, -3.717, 0.955], [-2.954, -3.570, 0.216], [5.086, -1.161, 4.292], [4.483, -0.037, 3.021], [5.246, -1.394, 2.446], [2.507, -0.616, 1.948], [1.548, -1.696, 2.836], [2.730, -3.638, 1.772], [3.713, -2.399, 1.025], [1.289, -1.538, 0.320], [0.364, -3.057, 1.944], [0.919, -4.394, 0.986], [-0.549, -3.768, -0.817], [-0.844, -2.212, -0.105], [-3.254, -2.511, 0.053], [-3.807, -3.947, 0.749], [-2.847, -3.938, -0.796], [2.719, -7.630, -6.527], [1.439, -7.690, -5.887], [1.394, -7.051, -4.611], [0.950, -5.646, -4.835], [1.110, -4.810, -3.660], [0.646, -3.449, -3.870], [1.450, -2.578, -2.908], [2.789, -2.699, -3.195], [3.618, -2.078, -2.198], [2.721, -8.288, -7.334], [3.523, -7.873, -5.850], [2.914, -6.666, -6.924], [2.381, -7.036, -4.145], [0.727, -7.600, -3.937], [-0.124, -5.628, -5.086], [1.455, -5.284, -5.734], [2.091, -4.657, -3.693], [-0.424, -3.420, -3.722], [0.848, -3.098, -4.896], [1.158, -2.928, -1.907], [1.218, -1.521, -3.014], [4.677, -1.873, -2.451], [3.730, -2.772, -1.363], [3.081, -1.161, -1.867], [-1.098, 5.358, -0.982], [-0.712, 6.439, -0.160], [-0.817, 6.258, 1.233], [-2.281, 6.094, 1.778], [-2.202, 6.010, 3.197], [-3.515, 5.838, 3.856], [-3.496, 6.269, 5.307], [-4.813, 6.051, 5.954], [-5.252, 4.696, 6.025], [-1.966, 4.834, -0.657], [-0.366, 4.583, -1.063], [-1.187, 5.720, -1.976], [-0.364, 7.088, 1.790], [-0.162, 5.463, 1.512], [-2.613, 5.087, 1.485], [-2.947, 6.944, 1.477], [-1.727, 6.806, 3.569], [-3.673, 4.775, 3.697], [-4.288, 6.291, 3.272], [-3.228, 7.365, 5.436], [-2.758, 5.651, 5.809], [-4.375, 3.996, 6.227], [-5.860, 4.274, 5.216], [-5.892, 4.549, 6.876]], "mulliken_charge": [-1.08, -0.26, 2.30, -0.64, 0.49, 0.13, 0.39, 0.07, -1.00, 0.16, -0.76, -0.34, -0.51, -0.60, -0.32, -0.61, 0.64, -0.05, -0.32, 0.29, 0.29, 0.29, 0.21, 0.49, 0.47, 0.21, 0.09, 0.83, 0.17, -1.55, 0.62, -0.56, 0.21, 0.61, -1.03, 0.16, -1.14, 1.33, -0.43, 0.54, -0.49, -0.47, -0.37, 0.44, 0.15, 0.35, 0.53, 0.32, -0.44, -0.63, 0.32, 0.50, -0.69, 0.12, 0.41, 0.11, 0.24, 0.34, -0.70, -0.49, -0.03, -0.68, 0.45, -1.01, -0.55, -0.51, -0.86, 0.30, 0.28, 0.27, 0.23, 0.07, 0.36, 0.38, -0.81, 0.54, 0.56, 0.90, 0.16, 0.19, 0.33, 0.46, -0.75, -0.38, -0.30, -0.60, -0.28, -1.19, 1.51, -0.56, -0.63, 0.30, 0.30, 0.31, 0.29, 0.30, 0.32, 0.22, 0.19, 0.49, 0.65, -0.12, -1.03, 0.32, 0.31, 0.04, -0.41, -0.48, -0.08, -0.61, -0.21, -0.44, -0.52, -0.40, -0.66, 0.37, -0.24, 0.47, 0.40, -0.07, 0.19, 0.43, 0.24, 0.22, 0.30, 0.30, 0.36, 0.27, 0.25, 0.27]}